2 unconnected molecules or ions with the total composition C8H19NOS at a distorted geometry. Source: the Open Molecules 2025 dataset; level of theory: ωB97M-V/def2-TZVPD.

```
! wB97M-V def2-TZVPD RIJCOSX def2/J DEFGRID3
* xyz 0 1
S 0.14727 0.40795 0.79263
O 1.41567 0.61392 -0.35931
N 0.68831 -0.18134 2.05831
C -0.30527 -2.99916 -2.07896
C 1.44055 2.44373 2.26759
C 0.60554 -3.94175 -1.97921
C -0.59182 -2.41917 -3.42794
C 0.14375 2.12189 1.47451
C -0.20223 3.13186 0.35676
C -0.99914 2.29093 2.46328
C -1.10713 -2.53622 -0.87780
H 0.62243 -1.17254 1.96350
H 0.50494 2.96047 -0.46284
H -0.72578 2.99431 3.12105
H -1.90645 2.40005 1.94934
H 1.57813 3.42615 2.49911
H -1.56702 -2.58488 -3.54042
H -1.33561 3.02986 -0.02586
H 1.03541 0.57789 -1.25681
H 1.30079 -4.21106 -2.72916
H 2.38941 2.02285 1.70758
H -1.22620 -1.53715 -0.78293
H 0.07744 4.20416 0.61730
H -0.32989 -1.25326 -3.58176
H -1.03096 1.44459 3.03692
H 1.44568 1.85084 3.14946
H -0.86093 -2.95260 0.13513
H 0.80263 -4.45778 -1.09740
H -2.08844 -2.87792 -1.19700
H 0.07892 -2.79662 -4.19508
*
```

E_tot   -844.24137 Ha
Energy relative to the best compared isomer or geometry (same formula, charge and spin)   23.2 kcal/mol
Gap between HOMO and LUMO   9.65 eV

---

A gas-phase ion, C6H12N3O2 (charge +1) at a distorted geometry. Source: the Open Molecules 2025 dataset; level of theory: ωB97M-V/def2-TZVPD.

```
! wB97M-V def2-TZVPD RIJCOSX def2/J DEFGRID3
* xyz 1 1
O 1.85142 -1.30771 0.89245
O -0.16380 1.99557 -1.13254
N 0.53412 0.53953 0.52521
N -0.90700 2.23177 1.28367
N -2.61373 -0.17819 -1.92794
C -0.41664 1.27127 -0.06234
C 1.01278 -0.97119 -1.36583
C 1.39512 -1.22651 2.26293
C -0.40965 -1.43736 -1.54139
C 1.08403 -0.51092 0.03699
C -1.53760 -0.46483 -1.50734
H -1.66100 2.80865 1.17271
H 1.63058 -0.46246 2.94977
H 1.78795 -1.88053 -1.44883
H 1.60995 -2.19586 2.64173
H -0.76604 -2.10387 -0.64787
H 0.31046 -1.12356 2.15233
H -3.40849 0.58735 -1.86725
H -0.58902 -1.85475 -2.50892
H -0.84750 1.56815 2.04450
H -0.03116 2.73430 1.46071
H 0.76893 2.24637 -1.28811
H 1.36629 -0.26521 -2.12463
*
```

E_tot   -550.14879 Ha
Energy relative to the best compared isomer or geometry (same formula, charge and spin)   141.0 kcal/mol
Gap between HOMO and LUMO (alpha / beta)   7.35 / 7.34 eV

---

A single C4H8N2S2 molecule at a distorted geometry. Source: the Open Molecules 2025 dataset; level of theory: ωB97M-V/def2-TZVPD.

```
! wB97M-V def2-TZVPD RIJCOSX def2/J DEFGRID3
* xyz 0 1
S -2.02044 1.90980 -0.09104
S -1.33820 -0.98223 -0.56957
N 1.57503 0.12187 -0.69946
N 0.45988 1.02529 -0.24830
C 2.89384 0.47040 -0.06058
C -0.89909 0.70484 -0.26287
C -3.10256 -0.99149 0.19796
C 1.99701 -0.63270 0.37584
H 0.45765 1.87886 -1.13390
H -4.04155 -0.27622 -0.28421
H -3.34664 -2.03340 -0.08051
H 1.97977 -1.72837 0.07206
H 2.94890 1.40535 0.64520
H 3.76416 0.45647 -0.70131
H 1.53620 -0.50575 1.41388
H -2.86398 -0.82272 1.42683
*
```

E_tot   -1062.91636 Ha
SMILES   CSC(=S)NN1CC1
Energy relative to the best compared isomer or geometry (same formula, charge and spin)   112.6 kcal/mol
Gap between HOMO and LUMO   8.60 eV

---

A molecular structure, C4H3ClN2 at a distorted geometry. Source: the Open Molecules 2025 dataset; level of theory: ωB97M-V/def2-TZVPD.

```
! wB97M-V def2-TZVPD RIJCOSX def2/J DEFGRID3
* xyz 0 1
Cl 2.82112 -0.01456 -0.09576
N 0.87658 2.65914 1.11233
N 1.79010 -1.86838 0.73538
C 1.14749 1.88917 0.28780
C 1.61180 0.96674 -0.59257
C -0.46620 -0.89515 0.62751
C 0.64911 -1.62122 0.59246
H -1.30747 -1.08147 0.01638
H -0.56915 -0.34925 1.49467
H 1.22306 0.90030 -1.52957
*
```

E_tot   -723.75070 Ha
Energy relative to the best compared isomer or geometry (same formula, charge and spin)   109.2 kcal/mol
Gap between HOMO and LUMO (alpha / beta)   7.76 / 7.48 eV

---

A molecular structure, C15H33BaN3O6 at a distorted geometry. Source: the Open Molecules 2025 dataset; level of theory: ωB97M-V/def2-TZVPD.

```
! wB97M-V def2-TZVPD RIJCOSX def2/J DEFGRID3
* xyz 0 1
Ba 1.62126 1.54267 0.30507
O 0.76391 3.90260 1.61230
O -0.62233 5.54252 1.88156
O 0.59009 -0.33079 -1.50926
O -0.79215 1.32294 1.08967
O 3.76812 1.57971 2.16333
O -0.09938 4.27733 3.56876
N -0.17773 -1.29741 -2.14653
N 1.26922 0.09878 2.70033
N 0.00858 4.59053 2.37271
C -1.51528 -1.95597 -4.04522
C 0.26016 -2.88667 -0.39299
C -1.01865 1.07772 2.47726
C -0.84246 -2.18222 -1.18698
C -1.85159 2.04231 0.48595
C 3.46070 1.03349 3.42616
C -1.77383 -1.42075 -0.22967
C -1.68346 -3.25636 -1.90202
C 5.15739 1.54807 1.83508
C -2.42792 -2.79944 -3.16120
C -0.15277 -0.10128 2.92482
C 1.95674 0.99488 3.62807
C 0.12463 -0.14257 -4.28667
C -1.96671 0.26255 -3.00536
C -0.86704 -0.76934 -3.30146
H -2.03512 3.04822 0.87799
H -2.15479 -2.06192 0.57082
H 5.46909 0.50211 1.76998
H 5.76065 2.01198 2.62037
H 0.91823 -0.81282 -4.61189
H 0.71248 -2.24404 0.36577
H -2.45549 -3.61841 -1.22075
H -2.31994 0.74051 -3.92321
H -2.04120 -1.56986 -4.92131
H 3.86233 0.01607 3.53520
H -0.46013 -0.97053 2.33809
H -1.15298 -0.65061 0.23218
H -0.77310 -2.68114 -4.39656
H -0.12723 -3.73064 0.18909
H -2.77873 -3.65978 -3.73482
H -1.02800 -4.08996 -2.17087
H -2.05571 0.79546 2.67451
H 1.77484 -0.77981 2.66625
H -2.78951 1.48475 0.51349
H -0.44489 -0.36683 3.94944
H 0.57048 0.74328 -3.83383
H -3.33541 -2.24927 -2.89052
H -0.45392 0.14525 -5.16709
H 5.28928 2.11551 0.91907
H 1.52401 2.00152 3.60874
H 1.80237 0.67510 4.67013
H -2.87194 -0.11705 -2.53386
H -1.54328 2.20702 -0.54851
H 3.86684 1.64216 4.24042
H -1.50898 1.01727 -2.36020
H -2.60635 -0.91285 -0.71094
H -0.79576 1.96440 3.08048
H 0.99237 -3.26835 -1.10138
*
```

E_tot   -1232.38978 Ha
Gap between HOMO and LUMO   5.34 eV

---

A molecular structure, C41H39N7O2S3V. Source: the Open Molecules 2025 dataset; level of theory: ωB97M-V/def2-TZVPD.

```
! wB97M-V def2-TZVPD RIJCOSX def2/J DEFGRID3
* xyz 1 3
V 1.87169 0.98274 0.46177
S 0.66788 3.33731 4.22759
S 1.01487 -0.52864 -2.40703
S 2.14814 1.28911 2.76923
O 1.74792 0.53943 -1.59056
O -0.03074 1.19934 0.51212
N 3.97041 0.73052 0.07196
N 2.16226 -1.09237 0.68362
N -3.44316 -7.96481 0.54452
N -2.95052 -7.88421 2.86658
N 1.23314 3.56916 1.64402
N -1.08368 -1.92500 -0.58527
N 2.00958 3.20147 0.55405
C 0.77572 0.37573 -4.96608
C 2.54593 -3.79453 0.38770
C 1.78076 -0.33418 -4.05190
C -2.07831 2.13069 -0.20709
C -3.47913 4.14645 2.40769
C -2.95723 -2.49073 0.78443
C -2.09083 -6.89813 2.63164
C -1.94007 -1.63255 0.39268
C -3.07924 -3.71467 0.14949
C 2.36822 3.45979 -1.80525
C -2.76967 3.09568 -0.91752
C 1.45705 3.27074 -0.62384
C 1.33818 -1.94787 1.27383
C -0.67931 2.16428 -0.14613
C 5.45133 -0.80304 -0.97572
C -0.71720 4.17330 -1.51292
C 1.50558 -3.32020 1.16264
C -0.14436 1.18648 -4.05884
C 3.43039 -2.89631 -0.19852
C -2.42022 5.45654 4.60727
C -2.22427 -5.33367 -1.58557
C 6.14996 1.44619 -0.52354
C 1.35167 2.84342 2.69550
C 4.24164 -0.50659 -0.36910
C -1.87253 -6.38793 1.36451
C -3.79754 5.37650 4.44350
C -1.21129 -3.10281 -1.18612
C -2.10783 4.22332 2.57475
C -2.45332 -6.55194 -1.09228
C -0.07548 4.95373 3.83962
C 3.23104 -1.54086 -0.00363
C -4.32957 4.72166 3.34475
C -2.59841 -6.95454 0.32023
C -1.56600 4.88283 3.67541
C -0.00131 3.22286 -0.78731
C -0.52636 0.23313 -2.93686
C -2.17230 -4.05679 -0.85153
C 6.41268 0.19551 -1.05710
C 4.89895 1.68108 0.02399
C -2.09762 4.11676 -1.58067
C -3.57972 -8.36689 1.80216
H 5.65959 -1.78949 -1.36145
H 4.60194 2.64115 0.42649
H 4.27499 -3.26093 -0.76340
H -4.45307 5.82718 5.17736
H 2.64545 2.50881 -2.25896
H -3.64406 -2.19829 1.56710
H 6.89102 2.23201 -0.53283
H 0.52575 -1.50569 1.83479
H -1.16301 -5.59193 1.19303
H -0.18781 4.98646 -1.99544
H -2.60370 1.33685 0.30622
H -1.44153 3.77065 1.84902
H 7.36902 -0.01396 -1.51734
H -1.79318 -0.67369 0.87713
H -4.27547 -9.18029 1.97504
H -1.55683 -6.50664 3.49116
H -3.89065 3.63877 1.54349
H -0.50120 -3.31673 -1.98316
H 2.69327 -4.85819 0.25466
H -3.87468 -4.39761 0.41857
H 0.38357 2.04341 -3.63417
H -3.85149 3.05587 -0.95159
H -1.02422 1.56342 -4.57834
H -2.00854 5.97442 5.46588
H 0.40486 5.30146 2.92655
H 1.84362 4.03817 -2.56686
H -5.40245 4.65783 3.21728
H -2.56045 -7.37720 -1.78655
H 1.28985 0.98706 -5.70640
H -2.64806 4.86912 -2.12833
H 3.26365 3.99948 -1.50547
H 0.82157 -3.98553 1.66934
H -0.98015 0.68255 -2.05825
H 2.67111 0.26290 -3.85229
H 0.18836 -0.36851 -5.50741
H -2.08556 -5.25447 -2.65926
H 0.20580 5.62750 4.64780
H 2.08805 -1.31431 -4.41281
H -1.16308 -0.58811 -3.27743
*
```

<S²>   2.0191
E_tot   -4257.99005 Ha
Energy relative to the best compared isomer or geometry (same formula, charge and spin)   25.4 kcal/mol
Gap between HOMO and LUMO (alpha / beta)   6.78 / 6.63 eV

---

12 unconnected molecules or ions with the total composition C6H33NO11 at a distorted geometry. Source: the Open Molecules 2025 dataset; level of theory: ωB97M-V/def2-TZVPD.

```
! wB97M-V def2-TZVPD RIJCOSX def2/J DEFGRID3
* xyz 0 1
O -1.60689 -3.78812 1.47046
O 1.15662 -2.91620 -1.68443
O -2.99004 -1.43810 1.72651
O 3.43855 3.46604 -0.33796
O -3.24347 -0.37281 -0.73349
O -1.44616 -2.66109 -2.92885
O 3.13218 -1.23175 2.44725
O -2.47932 2.44229 2.12242
O 0.16706 3.27778 2.80375
O 3.97679 0.11367 -1.13408
O -3.09063 -0.41284 -3.26381
N -0.17314 -0.55035 0.70091
C -0.04487 -0.30790 -0.78349
C 0.42416 1.09603 -1.09332
C 0.23367 0.37981 1.67181
C 0.16647 -0.01609 2.94670
C 1.34932 1.40041 -1.97016
C 1.68165 2.81879 -2.39839
H -3.27988 0.29248 -0.02160
H -1.56973 2.76533 1.99897
H 3.07049 0.23539 -0.80159
H 0.87434 3.16758 2.16528
H -3.60453 -0.55831 -2.41293
H -1.08751 -0.44049 -1.06037
H 1.82791 3.46449 -1.54816
H -1.88883 -1.84360 -3.23647
H 0.80326 3.16493 -3.00455
H -2.82294 0.48071 -3.02143
H -1.99593 -3.96395 0.60297
H -1.86038 -3.39798 -3.38139
H 3.71237 -2.00083 2.44055
H 3.87484 2.59314 -0.28531
H -0.27670 1.73336 -0.58906
H 2.91313 3.23242 0.44523
H 0.06797 -1.06969 3.17296
H 1.83918 0.65778 -2.62412
H -2.30948 1.98040 2.95597
H -2.29149 -0.78147 1.83433
H 2.58213 3.03405 -2.97301
H 0.10561 0.69945 3.76265
H 0.10508 -1.49515 0.91750
H 0.52323 3.59606 3.63304
H 1.20763 -3.87294 -1.76393
H 0.25792 -2.60163 -1.86600
H -2.72968 -2.29843 2.07214
H -0.85478 -4.38251 1.56557
H 0.33046 1.37665 1.30277
H 3.15697 -0.99747 3.39208
H 3.89513 -0.84007 -1.28161
H 0.71042 -1.04965 -1.11716
H -3.23035 -1.22067 -0.25782
*
```

E_tot   -1130.69332 Ha
SMILES   C=CNC/C=C/C.O.O.O.O.O.O.O.O.O.O.O
Energy relative to the best compared isomer or geometry (same formula, charge and spin)   128.4 kcal/mol
Gap between HOMO and LUMO   7.86 eV

---

A molecular structure, C18H18BF4FeN8S at a distorted geometry. Source: the Open Molecules 2025 dataset; level of theory: ωB97M-V/def2-TZVPD.

```
! wB97M-V def2-TZVPD RIJCOSX def2/J DEFGRID3
* xyz 1 5
Fe 0.01632 -0.41942 0.06533
S 2.13712 -4.67042 0.04303
F 3.56482 -0.56522 -1.45237
F 1.35882 0.09838 -1.60667
F 2.30782 -0.20212 0.41423
F 2.97612 1.55628 -0.87107
N -1.39178 2.38348 -0.16577
N 2.31362 -2.98382 2.18813
N 2.10702 3.58338 1.40013
N 0.80092 -2.54312 0.47543
N 0.32232 -3.03032 -0.68047
N -2.21808 -1.45702 0.58333
N -1.72578 1.11428 -0.01177
N 0.52822 1.90718 1.03653
C 1.36742 -4.59362 -3.47907
C -2.94178 0.77728 0.22603
C 0.97032 6.83168 0.12523
C 1.76342 -3.25812 0.99463
C -2.44858 -2.71392 0.92293
C -0.67408 5.15528 -0.39267
C -3.25428 -0.60142 0.52583
C -4.77808 -2.31522 1.23413
C 0.12772 4.17888 0.20603
C 1.35932 4.56008 0.76763
C 0.51272 -4.93782 -2.25567
C -0.26018 2.79058 0.32003
C -4.55608 -1.00782 0.83763
C -0.26228 6.46958 -0.41277
C -3.70558 -3.19452 1.26793
C 0.86782 -4.12662 -1.06357
C 1.65432 2.33128 1.51333
C 1.78632 5.88258 0.70543
B 2.64962 0.24748 -0.92737
H 2.27232 1.62438 2.05033
H 3.20272 -3.38972 2.42963
H 0.66622 -5.99312 -2.01917
H -5.77058 -2.64492 1.50673
H 1.11742 -5.27002 -4.29137
H -0.54148 -4.77992 -2.49067
H 2.42682 -4.70482 -3.26157
H -3.72768 1.52948 0.28633
H 1.29392 7.85818 0.08353
H 1.18062 -3.57702 -3.80757
H -1.58698 -3.36462 0.92583
H 3.02292 3.83288 1.74973
H -1.60958 4.85018 -0.83057
H 2.74982 6.15398 1.10883
H -0.89068 7.22738 -0.85247
H 2.13192 -2.06002 2.55093
H -5.37768 -0.31322 0.77273
H -3.83568 -4.22642 1.55493
*
```

<S²>   6.0074
E_tot   -3221.06844 Ha
Energy relative to the best compared isomer or geometry (same formula, charge and spin)   23.0 kcal/mol
Gap between HOMO and LUMO (alpha / beta)   7.49 / 7.37 eV

---

- Look up the E_tot of the second one.
  -550.14879 Ha